C32H42N3O3P2S5V | ωB97M-V/def2-TZVPD

Summary:
2S+1: 4
Expectation value of S²: 3.769
HOMO (alpha / beta) in eV: -10.7 / -10.8
Net charge: +1
Calculated total energy in eV: -142913.12726
Energy above the lowest of the compared OMol25 structures with the same formula, charge and spin in kcal per mole: 0.0
Strongest force on any atom in hartree/bohr: 0.0938

Each line ends with the Löwdin charge.
Positions of all 88 atoms, in Å:
V 0.640 -0.596 0.571  0.19
C -1.928 -0.699 5.892  -0.48
C -2.606 0.665 5.762  -0.52
S -3.249 1.019 4.087  0.83
C -1.915 1.379 2.860  -0.56
C -0.530 1.600 3.358  -0.46
S 0.829 0.856 2.353  0.82
C 1.780 0.362 3.904  -0.40
C 2.555 -0.923 3.659  -0.44
S 1.734 -1.954 2.368  0.85
C 0.544 -2.998 3.378  -0.42
C -0.232 -2.472 4.568  -0.50
S -1.742 -1.479 4.221  0.87
H -2.553 -1.335 6.539  0.08
H -0.953 -0.673 6.363  0.06
H -1.965 1.496 6.027  0.07
H -3.528 0.693 6.344  0.07
H -2.260 2.317 2.377  0.07
H -1.952 0.614 2.064  0.05
H -0.455 1.162 4.321  0.02
H -0.230 2.655 3.354  0.10
H 1.081 0.202 4.731  0.07
H 2.398 1.234 4.069  0.09
H 2.714 -1.534 4.580  0.11
H 3.542 -0.717 3.264  0.07
H 1.212 -3.779 3.773  0.09
H -0.106 -3.397 2.591  0.06
H 0.399 -1.954 5.301  0.06
H -0.665 -3.330 5.094  0.09
O -0.616 -3.196 -1.335  -0.33
S -1.600 -2.993 -0.290  0.53
O -2.082 -4.105 0.517  -0.30
O -1.049 -1.894 0.680  -0.55
C -2.995 -2.216 -1.118  -0.24
C -4.227 -2.888 -1.363  -0.02
C -5.297 -2.216 -1.957  -0.06
C -5.120 -0.927 -2.437  -0.05
C -3.870 -0.313 -2.297  -0.08
C -2.829 -0.904 -1.561  -0.31
P -1.260 0.092 -1.432  1.10
C -1.809 1.777 -1.028  -0.37
C -3.071 2.075 -0.457  -0.10
C -3.573 3.376 -0.441  -0.06
C -2.753 4.432 -0.882  -0.07
C -1.484 4.186 -1.400  -0.07
C -1.014 2.861 -1.463  -0.12
C -0.872 0.107 -3.210  -0.37
C -0.541 -1.076 -3.826  -0.12
C -0.287 -1.186 -5.190  -0.06
C -0.357 -0.030 -5.975  -0.07
C -0.718 1.182 -5.385  -0.07
C -1.051 1.237 -4.048  -0.09
H -4.331 -3.957 -1.091  0.13
H -6.279 -2.681 -2.054  0.12
H -5.895 -0.364 -2.884  0.10
H -3.783 0.678 -2.760  0.12
H -3.670 1.334 0.024  0.10
H -4.565 3.574 -0.111  0.10
H -3.101 5.468 -0.738  0.12
H -0.832 5.029 -1.692  0.12
H -0.030 2.652 -1.906  0.10
H -0.481 -1.971 -3.233  0.08
H -0.062 -2.173 -5.605  0.12
H -0.123 -0.085 -7.035  0.11
H -0.830 2.084 -6.011  0.12
H -1.493 2.142 -3.651  0.09
C 4.658 1.545 -2.167  -0.20
N 3.923 0.519 -2.882  -0.15
C 4.616 -0.763 -2.837  -0.20
N 4.931 -1.183 -1.501  -0.15
C 5.660 -0.097 -0.778  -0.15
N 4.935 1.191 -0.785  -0.15
C 3.702 1.150 -0.009  -0.30
P 2.476 -0.133 -0.645  0.92
C 2.538 0.421 -2.436  -0.29
C 3.743 -1.588 -0.782  -0.27
H 4.067 2.466 -2.159  0.13
H 5.581 1.785 -2.710  0.14
H 5.548 -0.659 -3.436  0.14
H 4.009 -1.520 -3.361  0.14
H 6.649 0.049 -1.261  0.14
H 5.850 -0.438 0.261  0.13
H 3.267 2.167 0.021  0.10
H 3.981 0.857 1.031  0.09
H 2.048 1.361 -2.538  0.07
H 2.001 -0.292 -3.104  0.10
H 3.205 -2.415 -1.277  0.10
H 4.002 -1.949 0.222  0.08



C32H42N6O4S2Ti | ωB97M-V/def2-TZVPD

Summary:
2S+1: 2
Expectation value of S²: 0.768
HOMO (alpha / beta) in eV: -3.0 / -4.3
Net charge: -1
Calculated total energy in eV: -95782.88201
Energy above the lowest of the compared OMol25 structures with the same formula, charge and spin in kcal per mole: 50.4
Strongest force on any atom in hartree/bohr: 0.0241

Each line ends with the Löwdin charge.
Positions of all 87 atoms, in Å:
Ti -0.608 -0.725 -0.620  0.80
C 1.693 0.890 0.449  -0.09
C 1.111 1.653 1.446  -0.14
C -0.126 2.162 0.894  -0.11
C -0.213 1.717 -0.430  -0.14
C 0.956 0.958 -0.785  -0.33
C 1.768 1.273 -2.061  -0.52
C 2.955 0.320 -2.225  -0.04
C 0.958 1.294 -3.360  -0.03
C 2.329 2.697 -1.858  -0.05
C -1.154 3.143 1.464  -0.50
C -1.683 2.733 2.842  -0.03
C -2.377 3.275 0.542  -0.07
C -0.525 4.549 1.533  -0.05
C 1.770 1.826 2.822  -0.51
C 3.205 1.273 2.796  -0.07
C 1.904 3.312 3.197  -0.06
C 1.052 1.092 3.968  -0.06
H 2.642 0.384 0.530  0.09
H -0.932 2.086 -1.146  0.11
H 2.630 -0.717 -2.296  0.06
H 3.655 0.408 -1.391  0.08
H 3.502 0.570 -3.138  0.09
H 0.843 0.299 -3.788  0.07
H 1.488 1.902 -4.098  0.08
H -0.035 1.720 -3.221  0.09
H 2.915 2.761 -0.939  0.08
H 1.517 3.424 -1.789  0.09
H 2.969 2.974 -2.700  0.08
H -2.164 1.753 2.793  0.08
H -2.426 3.462 3.181  0.09
H -0.900 2.691 3.594  0.05
H -2.822 2.309 0.313  0.03
H -2.120 3.772 -0.395  0.08
H -3.126 3.893 1.044  0.08
H 0.231 4.645 2.311  0.04
H -1.309 5.286 1.731  0.08
H -0.060 4.796 0.577  0.09
H 3.815 1.766 2.036  0.09
H 3.218 0.199 2.611  0.07
H 3.668 1.444 3.771  0.08
H 2.302 3.893 2.363  0.09
H 2.589 3.413 4.043  0.08
H 0.955 3.751 3.500  0.05
H 1.157 0.014 3.860  0.06
H -0.015 1.303 4.004  0.05
H 1.500 1.392 4.921  0.08
N 1.679 -2.426 0.567  -0.03
N 1.402 -3.783 0.801  0.00
C 0.292 -4.328 0.246  -0.40
N 0.184 -5.667 0.267  0.19
N -0.569 -3.475 -0.260  0.10
N -1.722 -3.943 -0.812  -0.39
O -2.132 -5.094 -0.614  0.01
O -2.291 -3.156 -1.539  0.06
H 2.198 -2.338 -0.313  0.08
H 2.148 -2.040 1.374  0.07
H 2.188 -4.413 0.893  0.14
H 0.869 -6.222 0.743  0.11
H -0.723 -6.039 0.019  0.08
S -2.938 -0.327 -0.018  0.72
C -3.138 -0.618 1.690  -0.68
C -4.387 -0.472 2.302  -0.13
C -4.546 -0.692 3.660  -0.12
C -3.452 -1.070 4.435  -0.12
C -2.212 -1.224 3.839  -0.14
C -2.042 -1.004 2.469  -0.66
S -0.475 -1.199 1.724  0.74
H -5.232 -0.180 1.691  0.09
H -5.522 -0.572 4.115  0.09
H -3.567 -1.245 5.497  0.09
H -1.351 -1.520 4.428  0.09
O -1.406 -0.302 -2.332  -0.20
C -0.666 -1.218 -2.927  -0.48
N 0.340 -1.708 -2.154  0.02
C 1.038 -2.665 -2.877  -0.45
O 2.014 -3.318 -2.461  -0.01
C 0.400 -2.730 -4.190  -0.10
C 0.706 -3.479 -5.324  -0.03
C -0.075 -3.320 -6.451  -0.11
C -1.162 -2.414 -6.460  -0.11
C -1.479 -1.663 -5.353  -0.02
C -0.689 -1.820 -4.202  -0.12
H 1.540 -4.170 -5.309  0.11
H 0.144 -3.894 -7.343  0.09
H -1.756 -2.313 -7.360  0.09
H -2.312 -0.973 -5.361  0.11



C32H43BN2O8S2 | ωB97M-V/def2-TZVPD

Summary:
2S+1: 1
HOMO in eV: -7.8
Net charge: 0
Calculated total energy in eV: -75590.41281
Strongest force on any atom in hartree/bohr: 0.0167

Each line ends with the Löwdin charge.
Positions of all 88 atoms, in Å:
C 2.509 -0.717 -4.048  -0.08
C 2.090 -1.375 -2.733  -0.19
C 3.034 -1.042 -1.559  -0.33
C 4.179 -2.062 -1.402  -0.02
C 2.273 -0.787 -0.283  -0.15
C 1.548 -1.817 0.350  -0.03
B 1.436 -3.298 -0.194  -0.63
O 0.322 -3.686 -0.920  0.16
O 2.396 -4.259 0.023  0.04
C 3.037 -4.224 1.291  -0.06
C 0.820 -1.551 1.515  -0.02
C 0.794 -0.286 2.083  0.00
C 1.515 0.729 1.475  -0.26
C 2.223 0.484 0.297  -0.34
S 3.085 1.888 -0.398  1.08
C 1.890 3.166 -0.049  -0.36
C 1.622 4.195 -0.947  -0.23
C 2.282 4.309 -2.298  -0.12
C 1.526 3.568 -3.405  -0.43
C 2.489 3.194 -4.522  -0.05
O 0.910 2.404 -2.868  -0.04
C 0.702 5.181 -0.583  -0.02
C 0.068 5.119 0.651  -0.03
C 0.318 4.075 1.539  -0.17
C -0.404 4.034 2.863  -0.15
C -1.578 3.059 2.834  -0.18
C -2.804 3.618 2.121  -0.22
N -3.760 2.536 1.763  -0.07
C -3.863 2.404 0.307  -0.18
C -4.819 1.324 -0.124  -0.14
C -5.325 0.373 0.761  -0.03
C -6.184 -0.626 0.326  -0.10
C -6.560 -0.697 -1.009  -0.09
C -6.080 0.262 -1.893  -0.03
C -5.219 1.258 -1.456  -0.28
O -4.732 2.202 -2.324  0.05
C 1.243 3.087 1.188  -0.21
N 1.497 2.020 2.090  0.06
H 1.634 -0.519 -4.662  0.07
H 2.958 0.247 -3.837  0.05
H 3.224 -1.316 -4.606  0.07
H 1.118 -0.955 -2.473  0.12
H 1.954 -2.449 -2.846  0.11
H 3.518 -0.107 -1.829  0.07
H 4.473 -2.109 -0.355  0.07
H 3.857 -3.064 -1.661  0.07
H 5.046 -1.791 -1.996  0.08
H -0.286 -4.183 -0.359  0.09
H 3.458 -5.214 1.458  0.09
H 2.342 -4.035 2.104  0.08
H 3.876 -3.532 1.333  0.09
H 0.247 -2.345 1.977  0.11
H 0.215 -0.115 2.977  0.11
H 2.362 5.354 -2.577  0.12
H 3.285 3.887 -2.246  0.10
H 0.757 4.218 -3.834  0.14
H 1.958 2.780 -5.378  0.08
H 3.059 4.053 -4.871  0.08
H 3.162 2.433 -4.140  0.07
H 0.276 2.100 -3.522  0.10
H 0.503 5.983 -1.275  0.11
H -0.628 5.894 0.934  0.11
H 0.295 3.759 3.648  0.11
H -0.767 5.036 3.086  0.11
H -1.866 2.779 3.847  0.11
H -1.275 2.147 2.316  0.10
H -2.467 4.098 1.203  0.10
H -3.327 4.336 2.750  0.11
H -3.360 1.680 2.128  0.08
H -4.202 3.355 -0.094  0.12
H -2.870 2.196 -0.113  0.13
H -5.052 0.418 1.802  0.10
H -6.546 -1.360 1.029  0.10
H -7.229 -1.473 -1.346  0.10
H -6.365 0.248 -2.938  0.11
H -5.015 1.952 -3.207  0.10
H 2.334 2.178 2.640  0.14
C 1.104 -7.160 3.480  -0.15
C -0.061 -7.862 2.810  -0.15
O -1.188 -7.015 3.082  -0.18
S -0.717 -5.489 3.125  0.60
O -0.950 -4.883 1.860  -0.21
O -1.192 -4.905 4.323  -0.20
O 0.853 -5.767 3.245  -0.20
H 1.119 -7.332 4.557  0.14
H 2.062 -7.440 3.051  0.14
H -0.241 -8.856 3.209  0.14
H 0.074 -7.919 1.728  0.14



C32H43N6O2PPdTe | ωB97M-V/def2-TZVPD

Summary:
2S+1: 3
Expectation value of S²: 2.010
HOMO (alpha / beta) in eV: -13.9 / -13.9
Net charge: +2
Calculated total energy in eV: -66967.78463
Energy above the lowest of the compared OMol25 structures with the same formula, charge and spin in kcal per mole: 0.0
Strongest force on any atom in hartree/bohr: 0.0084

Each line ends with the Löwdin charge.
Positions of all 86 atoms, in Å:
Pd -0.150 0.084 0.326  0.79
Te 1.643 2.042 0.649  1.57
C 0.350 3.600 1.169  -0.51
C 0.828 4.896 1.007  -0.13
C 0.038 5.964 1.413  -0.06
C -1.209 5.731 1.971  -0.05
C -1.679 4.432 2.123  -0.07
C -0.900 3.358 1.723  -0.14
C 2.338 1.562 2.565  -0.52
C 1.552 0.830 3.449  -0.17
C 2.013 0.592 4.736  -0.06
C 3.250 1.086 5.133  -0.05
C 4.029 1.815 4.249  -0.05
C 3.577 2.058 2.957  -0.13
H 1.800 5.086 0.569  0.10
H 0.403 6.975 1.295  0.12
H -1.819 6.564 2.292  0.12
H -2.652 4.256 2.560  0.11
H -1.274 2.343 1.849  0.08
H 0.571 0.465 3.149  0.06
H 1.403 0.036 5.434  0.12
H 3.602 0.906 6.139  0.12
H 4.989 2.201 4.561  0.12
H 4.194 2.624 2.273  0.10
N -1.203 -4.227 4.981  0.21
C -1.604 -3.457 4.234  -0.16
C -2.061 -2.475 3.292  -0.17
C -3.407 -2.315 2.982  0.04
C -3.761 -1.337 2.066  0.00
C -2.767 -0.566 1.490  -0.10
N -1.469 -0.731 1.785  -0.06
C -1.122 -1.665 2.668  -0.07
H -4.152 -2.941 3.451  0.14
H -4.793 -1.170 1.800  0.13
H -3.000 0.213 0.770  0.11
H -0.068 -1.771 2.885  0.11
C 2.946 -2.861 -0.582  0.03
C 2.288 -2.146 0.557  -0.54
N 2.967 -2.031 1.694  0.23
O 1.151 -1.658 0.424  -0.13
H 3.605 -3.657 -0.243  0.10
H 3.544 -2.140 -1.143  0.10
H 2.183 -3.268 -1.239  0.09
H 3.874 -2.452 1.807  0.13
H 2.589 -1.496 2.462  0.10
O -0.862 1.360 -1.151  -0.46
P -1.457 1.093 -2.542  0.56
N -0.203 0.968 -3.578  -0.19
C 1.197 0.713 -3.202  -0.20
C 1.849 0.221 -4.498  -0.16
C 0.978 0.831 -5.592  -0.15
C -0.420 0.687 -5.010  -0.17
N -2.418 2.284 -3.100  -0.18
C -3.678 2.581 -2.377  -0.18
C -3.521 4.024 -1.925  -0.16
C -2.746 4.653 -3.076  -0.15
C -1.774 3.560 -3.516  -0.17
N -2.425 -0.237 -2.462  -0.18
C -1.770 -1.524 -2.154  -0.20
C -2.737 -2.579 -2.686  -0.15
C -3.357 -1.891 -3.895  -0.16
C -3.549 -0.462 -3.408  -0.18
H 1.270 -0.032 -2.402  0.08
H 1.662 1.639 -2.848  0.11
H 1.805 -0.868 -4.551  0.12
H 2.892 0.519 -4.567  0.12
H 1.084 0.335 -6.554  0.12
H 1.218 1.887 -5.721  0.12
H -0.795 -0.334 -5.151  0.11
H -1.146 1.379 -5.436  0.11
H -3.814 1.882 -1.550  0.10
H -4.524 2.466 -3.059  0.12
H -2.949 4.070 -0.996  0.11
H -4.484 4.503 -1.759  0.12
H -2.218 5.559 -2.789  0.12
H -3.424 4.909 -3.891  0.12
H -0.804 3.672 -3.027  0.11
H -1.613 3.560 -4.594  0.11
H -1.599 -1.648 -1.073  0.08
H -0.797 -1.598 -2.657  0.11
H -3.504 -2.793 -1.941  0.12
H -2.230 -3.511 -2.925  0.12
H -4.293 -2.345 -4.211  0.12
H -2.667 -1.919 -4.742  0.11
H -4.494 -0.357 -2.870  0.12
H -3.536 0.277 -4.208  0.11



C32H44BN7ReS3 | ωB97M-V/def2-TZVPD

Summary:
2S+1: 4
Expectation value of S²: 3.812
HOMO (alpha / beta) in eV: -20.1 / -20.2
Net charge: +4
Calculated total energy in eV: -79602.12405
Strongest force on any atom in hartree/bohr: 0.0438

Each line ends with the Löwdin charge.
Positions of all 88 atoms, in Å:
Re -0.811 -2.445 2.456  0.90
C -4.163 -3.254 -1.467  -0.02
C -3.208 -2.108 -1.423  -0.21
C -3.233 -1.067 -2.318  0.13
C -2.266 -0.039 -2.244  -0.14
N -1.402 0.000 -1.244  0.20
N -1.410 -0.962 -0.330  0.00
B -0.497 -0.799 0.932  -0.62
N -0.867 0.570 1.637  -0.02
N -0.341 1.637 1.071  0.20
C -0.581 2.839 1.572  -0.14
C -1.415 2.977 2.703  0.14
C -1.960 1.868 3.315  -0.20
C -2.827 1.949 4.526  -0.02
C -1.633 0.628 2.731  -0.52
S -2.192 -0.869 3.424  0.84
C 0.015 4.055 0.895  -0.54
C 1.041 3.631 -0.173  -0.04
C -1.142 4.807 0.214  -0.01
C 0.715 4.957 1.918  -0.02
N 1.042 -0.709 0.600  0.01
N 1.463 -0.438 -0.595  0.26
C 2.777 -0.251 -0.824  -0.10
C 3.693 -0.202 0.247  0.13
C 3.282 -0.512 1.520  -0.19
C 4.203 -0.533 2.690  0.00
C 1.904 -0.859 1.649  -0.49
S 1.315 -1.554 3.098  0.94
C 3.243 -0.050 -2.236  -0.52
C 4.672 -0.591 -2.432  -0.02
C 2.315 -0.777 -3.224  -0.02
C 3.237 1.472 -2.511  0.01
C -2.224 -2.024 -0.419  -0.50
S -2.042 -3.340 0.703  0.85
C -2.211 0.991 -3.351  -0.53
C -3.595 1.621 -3.589  -0.02
C -1.777 0.244 -4.627  -0.01
C -1.221 2.118 -3.027  -0.03
H -4.761 -3.236 -2.375  0.11
H -4.850 -3.216 -0.617  0.11
H -3.638 -4.211 -1.418  0.09
H -3.999 -1.029 -3.082  0.15
H -1.618 3.960 3.108  0.15
H -3.003 2.982 4.815  0.11
H -2.368 1.438 5.376  0.11
H -3.795 1.474 4.348  0.11
H 0.600 2.883 -0.829  0.04
H 1.937 3.213 0.293  0.08
H 1.333 4.497 -0.764  0.11
H -1.680 4.159 -0.482  0.08
H -0.743 5.656 -0.340  0.11
H -1.859 5.205 0.935  0.10
H 1.487 4.420 2.471  0.10
H 0.016 5.405 2.627  0.09
H 1.191 5.787 1.398  0.11
H 4.735 0.019 0.056  0.15
H 5.246 -0.537 2.382  0.12
H 4.020 -1.392 3.335  0.08
H 4.047 0.363 3.300  0.13
H 4.764 -1.622 -2.086  0.11
H 5.419 0.036 -1.941  0.09
H 4.916 -0.578 -3.493  0.11
H 2.477 -1.856 -3.201  0.10
H 2.511 -0.428 -4.235  0.11
H 1.275 -0.577 -2.973  0.05
H 3.930 2.003 -1.856  0.10
H 2.241 1.896 -2.378  0.07
H 3.552 1.632 -3.541  0.12
H -4.301 0.917 -4.033  0.09
H -3.497 2.446 -4.294  0.11
H -4.015 2.024 -2.666  0.10
H -2.476 -0.549 -4.899  0.10
H -0.794 -0.212 -4.507  0.08
H -1.729 0.945 -5.460  0.11
H -1.637 2.803 -2.288  0.07
H -0.997 2.684 -3.930  0.11
H -0.297 1.700 -2.632  0.05
C 0.695 -6.919 3.420  0.05
C -0.460 -6.322 3.920  0.03
C -0.762 -5.042 3.508  -0.12
N 0.027 -4.354 2.656  -0.22
C 1.146 -4.928 2.173  -0.09
C 1.503 -6.210 2.534  0.02
H 0.959 -7.926 3.717  0.15
H -1.114 -6.838 4.609  0.14
H -1.676 -4.553 3.856  0.13
H 1.743 -4.343 1.486  0.12
H 2.405 -6.648 2.129  0.14